No. 1
Entry from OMol25: one molecule with the formula C4H4O (the ωB97M-V functional and the def2-TZVPD basis).

Computed properties:
energy above the lowest of the compared OMol25 structures with the same formula, charge and spin	89.56	kcal/mol
Kohn-Sham gap	0.32464	Eh
HOMO energy	-8.54	eV
max |F|	0.5	eV Å⁻¹
energy	-6255.49573	eV

XYZ file:
```
9
C4H4O (the ωB97M-V functional and the def2-TZVPD basis)
O -0.17 1.21 0.42
C -0.85 0.48 -0.42
C -0.19 -0.75 -0.61
C 1.13 -0.71 0.15
C 0.96 0.50 0.78
H -1.76 0.94 -0.81
H -0.45 -1.46 -1.39
H -0.24 -1.30 0.43
H 1.57 1.08 1.45
```

No. 2
Entry from OMol25: C21H34AsBN7O3Si2W as an isolated structure in a non-equilibrium geometry (the ωB97M-V functional and the def2-TZVPD basis).

Computed properties:
total charge	+1
energy above the lowest of the compared OMol25 structures with the same formula, charge and spin	168.05	kcal/mol
Kohn-Sham gap (alpha / beta)	0.08391 / 0.09204	Eh
HOMO energy (alpha / beta)	-8.07 / -8.07	eV
max |F|	6.7	eV Å⁻¹
energy	-117982.60571	eV
multiplicity	3

XYZ file:
```
70
C21H34AsBN7O3Si2W (the ωB97M-V functional and the def2-TZVPD basis)
W 1.43 -14.39 0.63
C 2.89 -11.34 3.29
C 2.82 -12.73 2.99
N 2.48 -12.88 1.70
N 2.83 -11.68 1.04
C 2.99 -10.73 2.02
B 1.97 -11.42 -0.26
N 0.48 -11.79 -0.04
C -0.61 -10.98 -0.10
C -1.80 -11.75 -0.04
C -1.36 -13.03 0.34
N 0.03 -13.12 0.29
N 2.81 -12.49 -1.15
C 3.60 -12.37 -2.19
C 4.21 -13.63 -2.49
C 3.82 -14.54 -1.54
N 2.88 -13.89 -0.69
H 2.87 -10.88 4.24
H 2.88 -13.62 3.51
H 3.19 -9.68 1.71
H 2.10 -10.37 -0.75
H -0.46 -9.93 -0.01
H -2.84 -11.49 -0.18
H -1.95 -13.87 0.70
H 3.83 -11.46 -2.75
H 4.91 -13.76 -3.34
H 3.95 -15.59 -1.43
C 7.51 -16.13 3.28
C 6.37 -16.96 3.40
C 5.22 -16.61 2.65
C 5.20 -15.52 1.82
C 6.34 -14.77 1.65
C 7.51 -15.05 2.39
H 8.46 -16.39 3.81
H 6.22 -17.79 4.06
H 4.38 -17.32 2.72
H 4.30 -15.12 1.37
H 6.31 -13.88 0.98
H 8.39 -14.45 2.22
C 0.09 -19.11 3.98
Si 0.46 -17.32 4.45
C 1.81 -17.72 5.70
C -1.25 -16.73 5.02
As 1.21 -16.07 2.33
Si 0.20 -16.82 -0.06
C 1.38 -18.20 -0.32
C -1.28 -17.64 0.78
C -0.27 -16.05 -1.72
H -0.22 -19.59 4.90
H 0.85 -19.70 3.48
H -0.82 -19.19 3.36
H 2.29 -18.66 5.42
H 1.35 -17.83 6.69
H 2.53 -16.90 5.83
H -1.37 -16.97 6.11
H -1.92 -17.36 4.37
H -1.36 -15.65 4.79
H 2.20 -17.91 -0.96
H 0.78 -19.03 -0.84
H 1.73 -18.57 0.63
H -1.06 -18.70 1.08
H -2.12 -17.63 0.11
H -1.46 -17.07 1.70
H 0.61 -16.03 -2.43
H -0.49 -14.97 -1.62
H -1.12 -16.59 -2.14
O 0.62 -17.58 9.76
N -0.16 -16.92 9.22
O 0.13 -15.61 9.17
O -1.23 -17.46 8.60
```

Among the records above, which one has the highest energy above the lowest of the compared OMol25 structures with the same formula, charge and spin? C21H34AsBN7O3Si2W

Number 2 is which compound? C21H34AsBN7O3Si2W